No. 1
20
Properties=species:S:1:pos:R:3:forces:R:3 method="wB97M-V/def2-TZVPD" e_lumo_ev=0.77 total_charge=0 gap_ev=8.03
C 2.977 -1.236 -1.490 1.2 -1.0 0.3
C -1.678 1.681 2.738 -0.5 0.4 -1.3
C -1.866 -0.583 -1.181 0.4 0.6 1.8
C -0.567 0.869 0.870 0.9 -0.2 -2.5
N 1.884 -1.691 -0.683 1.3 -0.7 1.7
N 0.661 -1.157 -0.761 -3.2 1.4 -0.7
N -1.590 0.826 1.532 -2.0 -0.1 1.7
O -0.023 1.190 -1.738 0.8 2.3 -1.0
S -0.189 0.134 -0.811 -1.4 -5.0 0.7
H 3.734 -0.601 -0.983 -0.6 0.0 -0.2
H 2.540 -0.765 -2.321 -0.3 1.0 -1.1
H 3.513 -2.120 -1.910 -0.2 0.5 0.4
H -2.228 2.574 2.459 -0.5 0.1 -0.4
H -2.251 1.263 3.542 0.0 -0.7 0.3
H -0.750 2.111 3.040 1.1 -0.2 0.5
H -2.446 0.380 -1.095 0.0 -1.4 0.1
H -2.045 -1.366 -0.377 -0.1 1.4 -0.9
H -2.026 -1.059 -2.149 0.7 0.3 -0.1
H 0.273 1.461 1.028 1.8 1.4 1.0
H 2.077 -1.912 0.290 0.4 0.1 -0.4

***

No. 2
55
Properties=species:S:1:pos:R:3:forces:R:3 method="wB97M-V/def2-TZVPD" s2=0.773 e_lumo_ev="-9.11 / -10.74" total_charge=+2 gap_ev="4.84 / 3.10" spin_multiplicity=2
N -0.714 -1.481 -1.126 -1.2 -1.4 -0.8
C -3.536 -1.528 -1.603 -2.4 -1.6 -1.2
O -4.265 -2.276 -2.086 1.9 1.7 1.1
Hg -1.186 -3.490 -1.943 0.7 1.8 0.8
Ta 0.000 -0.145 -0.145 2.4 -0.8 -1.1
N 0.380 1.364 -1.430 -0.1 -1.2 1.4
N 1.608 -1.054 0.694 -0.9 0.8 -0.6
C -0.320 1.695 -2.690 -0.5 -0.2 -0.6
C 1.545 -2.103 1.745 0.0 -0.1 0.5
C -0.237 0.488 -3.617 0.1 -0.2 -0.4
C 0.258 2.917 -3.404 0.1 0.0 0.0
C -1.789 2.006 -2.415 -0.3 0.2 0.0
C 2.709 -3.091 1.693 0.1 -0.3 -0.1
C 1.584 -1.454 3.127 0.0 0.2 0.3
C 0.240 -2.886 1.626 -0.2 -0.2 -0.1
H 0.816 0.299 -3.867 -0.2 0.0 -0.1
H -0.795 0.700 -4.540 0.2 -0.1 0.2
H -0.643 -0.422 -3.146 0.1 0.5 -0.3
H 0.226 3.801 -2.756 0.1 -0.1 -0.3
H -0.372 3.134 -4.277 0.2 -0.1 0.2
H 1.276 2.727 -3.762 -0.1 0.2 0.1
H -2.333 1.163 -1.981 0.2 0.1 -0.2
H -2.271 2.282 -3.366 0.1 -0.1 0.4
H -1.866 2.858 -1.727 -0.1 -0.2 -0.1
H 2.788 -3.578 0.716 0.1 0.1 0.1
H 2.523 -3.872 2.444 0.1 0.2 -0.2
H 3.662 -2.617 1.950 -0.2 -0.2 -0.1
H 2.515 -0.900 3.273 -0.1 -0.1 0.0
H 1.522 -2.245 3.887 0.1 0.3 -0.1
H 0.745 -0.767 3.278 0.1 0.0 -0.1
H -0.636 -2.243 1.793 0.1 -0.2 0.0
H 0.230 -3.680 2.390 -0.1 0.3 -0.3
H 0.157 -3.340 0.628 0.0 0.0 0.4
C 2.938 -0.625 0.282 0.6 0.3 0.0
H 2.930 -0.245 -0.750 0.0 -0.1 0.3
H 3.319 0.182 0.933 0.0 -0.2 -0.2
H 3.656 -1.455 0.331 -0.3 0.4 -0.2
C 1.551 2.159 -1.067 0.2 0.4 0.0
H 1.346 3.229 -1.205 0.2 -0.3 0.3
H 1.808 2.017 -0.006 0.0 0.0 -0.1
H 2.443 1.908 -1.670 -0.3 0.0 0.2
Cl -5.187 2.020 6.378 0.8 -0.2 -1.3
C -4.275 1.775 4.947 -0.9 0.2 1.4
C -4.706 2.326 3.729 0.0 0.3 -1.8
C -3.986 2.068 2.560 -1.3 0.7 1.0
C -2.844 1.262 2.625 0.0 0.0 -0.3
C -2.379 0.772 3.845 -0.3 -0.2 1.8
C -3.096 1.016 5.013 1.5 -0.8 -0.8
C -2.119 0.870 1.390 0.8 -0.6 -2.0
O -2.558 0.980 0.235 0.3 0.1 2.2
O -0.924 0.323 1.591 -1.4 0.8 0.6
H -5.604 2.935 3.724 0.1 -0.1 -0.1
H -4.309 2.478 1.607 0.0 -0.1 0.1
H -1.463 0.186 3.869 -0.2 0.1 0.0
H -2.754 0.619 5.959 -0.1 0.0 0.0

***

No. 3
25
Properties=species:S:1:pos:R:3:forces:R:3 method="wB97M-V/def2-TZVPD" e_lumo_ev=-3.78 total_charge=+1 gap_ev=8.83
C 0.952 2.053 0.031 3.2 0.8 -0.1
C 1.195 -0.924 0.187 -4.0 1.4 1.4
C 0.043 -0.527 0.814 0.3 -2.0 -0.7
C 2.382 -0.025 0.040 1.2 -3.5 -0.7
C -1.883 0.339 -0.566 0.6 0.8 2.0
C -1.202 -0.935 0.078 -0.5 -0.7 -1.6
C -0.320 0.272 1.977 -1.5 1.0 2.8
C -0.726 -1.977 -0.998 -2.0 2.2 -1.4
N -0.259 2.060 -0.168 -2.9 0.4 -1.1
N 2.089 1.231 -0.258 -0.1 0.9 -1.0
N -0.970 1.325 -1.099 0.5 -1.3 -0.5
O 3.510 -0.489 0.048 -0.6 0.6 0.0
O 0.717 -1.771 -1.010 0.8 2.4 0.2
H 1.304 2.965 0.442 0.4 0.7 1.1
H -2.592 0.028 -1.300 -0.4 -0.2 -0.6
H -2.416 0.875 0.244 0.0 -0.5 -0.4
H -2.004 -1.353 0.700 0.5 -0.3 0.1
H -0.755 1.214 1.598 0.4 -0.3 0.4
H 0.378 0.523 2.796 0.3 -0.2 -0.9
H -1.236 -0.113 2.575 1.5 -0.2 -1.2
H -1.205 -1.811 -2.074 1.5 -0.1 2.2
H -0.929 -2.966 -0.736 -0.1 -1.6 0.6
H 2.989 1.653 -0.448 -0.1 1.0 0.1
H -0.349 0.863 -1.749 0.4 0.0 -0.4
H 1.285 -2.511 -1.125 0.8 -1.6 -0.3

***

No. 4
19
Properties=species:S:1:pos:R:3:forces:R:3 method="wB97M-V/def2-TZVPD" e_lumo_ev="0.06 / 0.05" total_charge=0 gap_ev="7.79 / 7.79"
C 0.714 -1.608 0.140 2.4 1.8 -1.1
C 1.408 -0.174 -0.548 -3.9 -2.9 2.5
N 2.168 0.474 0.390 0.3 -0.2 -0.8
N 0.991 0.268 -1.636 -2.9 0.9 -1.3
H 2.344 -0.006 1.262 0.5 0.4 -0.4
H 2.626 1.309 0.043 0.2 -0.2 0.6
H -0.305 -0.024 -1.769 3.8 -0.1 0.2
H 1.613 -2.229 0.094 -0.1 -0.3 0.3
H 0.410 -1.490 1.180 -0.1 0.0 -0.1
H -0.023 -2.087 -0.500 -0.1 0.5 0.1
N -1.248 1.172 0.387 0.3 -0.8 0.1
N -0.892 1.323 1.735 0.4 0.8 0.9
C -1.892 -0.167 -1.267 -1.6 0.0 2.0
N -1.724 -0.017 0.078 0.2 0.6 -2.9
H -0.555 1.572 -0.260 -0.5 -0.1 0.2
H -1.005 0.446 2.235 -0.1 0.0 -0.4
H 0.086 1.610 1.803 -0.2 -0.3 -0.2
H -2.447 -1.072 -1.538 0.6 0.1 0.1
H -2.268 0.701 -1.829 0.9 0.0 0.0

***

No. 5
8
Properties=species:S:1:pos:R:3:forces:R:3 method="wB97M-V/def2-TZVPD" e_lumo_ev="-0.83 / -0.80" total_charge=0 gap_ev="8.23 / 8.11"
C -0.619 0.611 -0.564 0.1 -0.1 0.1
F 0.016 1.369 -1.530 0.4 0.3 -0.4
Si 0.658 -0.477 0.366 -3.2 -0.4 1.8
Cl 2.213 0.527 1.082 0.5 0.3 0.2
Cl 1.181 -2.103 -0.658 0.3 -0.5 -0.3
H -1.129 1.311 0.099 0.1 -0.2 0.3
H -1.370 0.008 -1.079 0.1 -0.2 0.3
H -0.949 -1.247 2.283 1.7 0.8 -1.9

***

Largest force on an atom? In order: 5.27; 3.10; 4.44; 5.49; 3.67 eV Å⁻¹.
Energy above the lowest of the compared OMol25 structures with the same formula, charge and spin? In order: 449.6; 95.8; 754.4; 513.6; 587.9 kJ/mol.